# C19H43N5O38S7

A structure of composition C19H43N5O38S7 in a non-equilibrium geometry (ωB97M-V/def2-TZVPD, the OMol25 dataset).

Frontier orbital gap   10.658 eV
HOMO   -0.39679 Eh
ΔE to the lowest compared entry with this formula, charge and spin   26.4 kJ/mol

```
! RIJCOSX wB97M-V def2-TZVPD def2/J DEFGRID3
* xyz 0 1
C -0.078 -4.010 0.550
C 0.194 -4.260 -0.868
O 0.058 -5.677 -1.082
S -0.898 -6.272 -0.019
O -0.684 -7.638 0.224
O -2.221 -5.843 -0.298
O -0.281 -5.340 1.152
H -0.941 -3.343 0.629
H 0.743 -3.523 1.036
H 1.213 -4.024 -1.167
H -0.501 -3.767 -1.545
C -2.426 2.436 2.884
C -3.145 3.652 2.824
O -2.110 4.589 3.054
S -0.793 4.190 2.496
O 0.214 4.279 3.429
O -0.475 4.749 1.186
O -1.159 2.723 2.237
H -2.960 1.679 2.310
H -2.227 2.018 3.864
H -3.837 3.864 3.619
H -3.621 3.843 1.830
C 0.650 0.264 -6.076
C 0.851 1.671 -6.554
O 0.781 2.372 -5.274
S -0.235 1.725 -4.312
O -1.471 2.343 -4.287
O 0.447 1.504 -3.113
O -0.427 0.409 -5.156
H 1.591 -0.070 -5.668
H 0.373 -0.350 -6.916
H -0.055 1.910 -7.078
H 1.827 1.792 -7.002
C -2.885 -1.581 -4.219
C -1.848 -1.763 -3.160
O -2.517 -2.538 -2.184
S -3.284 -3.697 -2.919
O -4.433 -4.034 -2.202
O -2.414 -4.673 -3.398
O -3.670 -2.790 -4.124
H -2.517 -1.442 -5.239
H -3.552 -0.810 -3.853
H -1.642 -0.814 -2.659
H -0.964 -2.286 -3.538
C 1.792 2.027 4.346
C 2.951 2.778 4.881
O 4.073 1.849 4.685
S 3.660 0.373 4.359
O 4.246 -0.556 5.233
O 3.835 0.162 2.971
O 2.178 0.591 4.742
H 1.775 2.056 3.264
H 0.813 2.240 4.731
H 2.881 3.003 5.942
H 3.127 3.705 4.344
C -1.861 -3.507 3.825
C -0.576 -3.621 4.522
O -0.258 -2.211 4.735
S -0.963 -1.263 3.749
O -0.114 -0.667 2.778
O -1.850 -0.399 4.417
O -1.778 -2.360 3.000
H -2.569 -3.319 4.634
H -2.085 -4.401 3.249
H 0.128 -4.012 3.805
H -0.612 -4.100 5.508
C -4.170 -0.072 -0.814
C -3.637 -0.967 0.314
O -4.072 -0.288 1.494
S -5.486 0.242 1.304
O -5.601 1.455 2.013
O -6.393 -0.794 1.574
O -5.358 0.432 -0.187
H -4.424 -0.711 -1.643
H -3.415 0.685 -1.013
H -2.547 -0.987 0.428
H -4.090 -1.959 0.243
C 4.262 -3.411 -1.116
N 4.976 -2.591 -0.119
O 5.158 -3.117 0.953
O 5.318 -1.463 -0.433
H 4.249 -4.410 -0.709
H 4.743 -3.421 -2.074
H 3.288 -2.969 -1.265
C -1.358 4.162 -1.399
N -2.142 3.089 -0.707
O -1.604 1.997 -0.695
O -3.234 3.370 -0.272
H -1.763 5.094 -1.083
H -1.405 4.033 -2.471
H -0.329 4.085 -1.068
C 5.642 0.629 -2.826
N 4.200 0.285 -2.578
O 3.739 -0.691 -3.133
O 3.640 1.012 -1.815
H 5.794 1.671 -2.881
H 6.016 0.098 -3.702
H 6.153 0.221 -1.954
C 1.272 0.524 0.079
N 0.793 -0.841 -0.239
O -0.385 -1.080 -0.460
O 1.659 -1.716 -0.280
H 0.481 0.961 0.683
H 1.187 1.036 -0.902
H 2.284 0.538 0.473
C 2.861 5.433 1.321
N 2.599 4.780 0.003
O 2.479 3.589 -0.072
O 2.514 5.516 -0.957
H 3.706 4.966 1.804
H 1.980 5.243 1.904
H 2.955 6.507 1.144
*
```